Record 1
C5H7NO | wB97M-V/def2-TZVPD

Geometry as XYZ:
```
14
Properties=species:S:1:pos:R:3:forces:R:3:nbo_charge:R:1
C -1.20021 -1.06261 1.05497 0.1743 0.0802 -0.0116 -0.372
C -0.03498 -0.46270 0.84635 -0.2291 0.0307 -0.0457 0.228
C 0.30275 0.73468 0.05878 0.0762 -0.1101 0.0984 0.211
N -0.62480 1.45202 -0.61837 -0.0176 0.1085 0.0516 -0.766
C 1.65733 0.86824 0.14359 0.0255 0.0037 -0.0080 -0.476
C 2.22100 -0.17649 0.97573 -0.4161 0.1468 -0.1750 0.217
O 1.15436 -0.93591 1.36609 0.1218 -0.0457 0.0498 -0.491
H -2.11938 -0.68360 0.61999 0.1610 -0.0148 0.0383 0.202
H -0.24691 -1.89893 -2.35003 0.0068 0.0272 0.0018 0.007
H -1.25598 -1.96138 1.65793 0.0283 0.1028 -0.0527 0.231
H -0.35060 2.33768 -1.01418 -0.0192 -0.1373 0.0510 0.401
H -1.59747 1.37168 -0.36531 0.1607 -0.0360 -0.0396 0.395
H 2.25432 1.64188 -0.32420 -0.0720 -0.1225 0.0807 0.222
H -0.15941 -1.22457 -2.05133 -0.0007 -0.0335 -0.0388 -0.008
```
Positions in Å, forces in eV/Å.

For the total energy, the calculation gives -324.57172 a.u. The charge is 0. As for the LUMO energy: -0.4 eV. The maximum force comes out at 0.47 eV/A. As for the frontier orbital gap: 7.92 eV. The highest occupied orbital energy comes out at -8.32 eV.


Record 2
C5H7NO | wB97M-V/def2-TZVPD

Geometry as XYZ:
```
14
Properties=species:S:1:pos:R:3:forces:R:3:nbo_charge:R:1
C 1.15228 -1.25621 -0.06649 0.0468 0.3521 -0.3015 -0.432
C -0.24826 -0.90024 0.05440 -0.6246 0.9146 1.2543 -0.362
C -0.70018 0.17472 1.15603 -0.0229 -0.9927 -0.7215 -0.078
O -0.06186 1.43310 0.97077 -0.0601 -0.0828 -0.2602 -0.477
C 0.01851 1.83963 -0.30410 0.1827 -0.1845 -0.2762 0.412
N -0.07910 1.12640 -1.36600 0.7561 -0.0139 0.2143 -0.536
C -0.16550 -0.26001 -1.28204 0.4339 -0.3410 0.3376 0.038
H 1.94011 -0.52103 -0.03605 -0.1924 0.3574 0.2582 0.201
H 1.45843 -2.25466 0.29450 -0.1626 0.2600 -1.2456 0.211
H -0.87071 -1.80641 0.01578 0.0218 0.4230 0.4494 0.239
H -0.52255 -0.05046 2.22108 -0.0805 -0.3839 -0.6866 0.206
H -1.76053 0.28240 0.94125 -0.2658 0.2978 0.3319 0.181
H 0.20050 2.91350 -0.36634 -0.1265 -0.2174 -0.0440 0.176
H -0.35757 -0.71642 -2.25333 0.0942 -0.3885 0.6897 0.220
```
Positions in Å, forces in eV/Å.

For the total energy, the calculation gives -324.58782 a.u. The charge is 0. As for the LUMO energy (spin up / spin down): 0.2 / 0.2 eV. The maximum force comes out at 1.67 eV/A. As for the frontier orbital gap (spin up / spin down): 7.89 / 7.90 eV. The highest occupied orbital energy (spin up / spin down) comes out at -7.71 / -7.72 eV.


Record 3
C5H7NO | wB97M-V/def2-TZVPD

Geometry as XYZ:
```
14
Properties=species:S:1:pos:R:3:forces:R:3:nbo_charge:R:1
C -0.29463 -0.48040 1.57884 -0.0428 -0.0376 0.0148 -0.610
C 0.38652 -0.05966 0.30531 0.0485 0.1564 0.0486 -0.304
C 1.72122 0.33072 0.13733 -0.0686 -0.2163 -0.2030 0.146
O 1.87872 0.82833 -1.07510 0.0841 0.0006 0.0482 -0.384
C 0.71641 0.91894 -1.84381 -0.2332 -0.1350 0.4814 -0.054
C -0.26368 0.43138 -0.95257 0.0571 0.1946 -0.2232 -0.006
N -1.63198 0.40059 -1.19035 -0.0578 -0.0733 -0.0753 -0.799
H 0.39898 -1.00087 2.24610 -0.1011 0.0728 -0.1335 0.230
H -1.13075 -1.15548 1.37325 0.1026 0.0770 0.0665 0.216
H -0.68955 0.39172 2.10919 0.0558 -0.1141 -0.1181 0.233
H 2.59760 0.15862 0.74651 -0.1239 0.0866 -0.0507 0.203
H 0.32917 -0.85323 -0.61357 0.2158 -0.1315 0.1226 0.361
H -2.17658 -0.25148 -0.64322 0.1038 0.1231 -0.0447 0.373
H -1.84146 0.34083 -2.17791 -0.0403 -0.0033 0.0663 0.393
```
Positions in Å, forces in eV/Å.

For the total energy, the calculation gives -324.54565 a.u. The charge is 0. As for the LUMO energy: 0.4 eV. The maximum force comes out at 0.55 eV/A. As for the frontier orbital gap: 8.21 eV. The highest occupied orbital energy comes out at -7.82 eV.


Record 4
C5H7NO | wB97M-V/def2-TZVPD

Geometry as XYZ:
```
14
Properties=species:S:1:pos:R:3:forces:R:3:nbo_charge:R:1
O -1.50796 -0.19517 -0.90069 -0.5411 0.5861 0.1680 -0.568
C -1.42234 0.69581 -0.07789 -0.1961 -0.0396 -0.2263 0.488
N -1.07089 0.40411 1.21104 0.0683 0.0096 -0.2291 -0.596
C -0.53121 -0.83542 1.45481 -0.0045 -0.0725 -0.0483 -0.161
C 0.75307 -1.02128 -0.64380 0.4966 -0.0551 0.1417 -0.451
C 1.46064 0.17789 -0.42889 -0.0432 0.1941 0.4054 -0.036
C 1.86169 1.29317 -0.16351 0.0597 -0.3454 -0.0582 -0.305
H -1.52238 1.76157 -0.30395 -0.1729 0.0317 0.0475 0.136
H -0.89812 1.16887 1.84868 0.1623 -0.1386 -0.1932 0.408
H -1.05804 -1.70032 1.09433 -0.2080 0.0689 -0.1827 0.207
H -0.16244 -0.90782 2.48961 0.3836 -0.1396 -0.7497 0.192
H 1.14061 -1.95866 -0.28796 0.3984 -0.0241 0.2424 0.214
H 0.37377 -1.10010 -1.67376 -0.2662 -0.0229 0.7851 0.236
H 2.38067 2.20134 0.04414 -0.1369 -0.0525 -0.1025 0.236
```
Positions in Å, forces in eV/Å.

For the total energy, the calculation gives -324.53506 a.u. The charge is 0. As for the LUMO energy (spin up / spin down): 0.0 / 0.1 eV. The maximum force comes out at 0.85 eV/A. As for the frontier orbital gap (spin up / spin down): 7.70 / 7.89 eV. The highest occupied orbital energy (spin up / spin down) comes out at -7.71 / -7.77 eV.


Record 5
C5H7NO | wB97M-V/def2-TZVPD

Geometry as XYZ:
```
14
Properties=species:S:1:pos:R:3:forces:R:3:nbo_charge:R:1
C 1.99261 -0.21624 -0.52305 0.0613 -0.0624 -0.0355 -0.669
C 0.63423 0.31294 -0.32860 -0.0221 0.1457 -0.0869 0.119
C -0.13191 1.18267 0.25365 0.2717 -0.4680 0.1109 -0.002
N -0.26535 1.75965 1.54205 0.3358 -0.1276 0.2093 0.127
O 0.43877 1.13176 2.30990 -0.3111 0.7040 0.2692 -0.279
C -0.84042 0.22017 -0.64015 -0.2693 -0.0640 -0.2568 -0.206
C -1.74056 -0.78639 0.06106 0.0025 -0.0942 -0.0316 -0.635
H 2.64026 0.01453 0.32787 -0.1354 -0.0492 -0.1343 0.238
H 2.41129 0.25870 -1.41697 0.0524 -0.1614 0.0447 0.243
H 1.97044 -1.29470 -0.69312 0.0316 0.0873 0.0019 0.236
H -1.15931 0.49655 -1.64672 -0.1674 0.1927 0.1670 0.187
H -1.45707 -0.88494 1.11648 0.0061 -0.0539 -0.2214 0.211
H -2.77248 -0.41668 0.03661 0.1503 -0.1210 -0.0231 0.219
H -1.72048 -1.77803 -0.39900 -0.0065 0.0720 -0.0133 0.211
```
Positions in Å, forces in eV/Å.

For the total energy, the calculation gives -324.52353 a.u. The charge is 0. As for the LUMO energy (spin up / spin down): -0.5 / -0.5 eV. The maximum force comes out at 0.82 eV/A. As for the frontier orbital gap (spin up / spin down): 8.71 / 8.71 eV. As for the SMILES: CC1=C(N=O)[C@@H]1C. The highest occupied orbital energy (spin up / spin down) comes out at -9.20 / -9.20 eV.


Record 6
C5H7NO | wB97M-V/def2-TZVPD

Geometry as XYZ:
```
14
Properties=species:S:1:pos:R:3:forces:R:3:nbo_charge:R:1
H -1.31507 -2.19772 -0.31356 -0.0198 -0.4714 -0.1378 0.359
N -0.75312 -1.50932 0.15466 -0.0610 -0.4189 -0.2131 -0.726
C 0.42415 -1.86825 0.42811 -0.5633 0.1178 -0.1236 0.402
O 1.22535 -0.97097 1.02054 -0.6021 0.4584 0.0092 -0.501
C 0.55654 0.33415 1.13817 0.3279 0.0579 0.1450 -0.077
C 0.59046 1.11378 -0.19300 0.1994 -0.0136 0.0737 -0.517
C -0.63229 1.20509 -1.00925 -0.3365 0.0541 -0.2000 0.029
C -1.58266 1.36420 -1.73388 0.4525 -0.0927 0.3864 -0.270
H 0.90170 -2.83982 0.23757 -0.0292 0.3864 0.1580 0.163
H 1.18590 0.80779 1.88213 0.0737 0.3066 -0.0497 0.194
H -0.47312 0.28381 1.51758 0.4943 -0.3921 -0.0743 0.224
H 0.91542 2.13601 0.03351 -0.0474 -0.1079 -0.0758 0.239
H 1.38910 0.66277 -0.79099 -0.0643 0.1344 -0.0512 0.244
H -2.43237 1.47846 -2.37159 0.1759 -0.0189 0.1533 0.236
```
Positions in Å, forces in eV/Å.

For the total energy, the calculation gives -324.62049 a.u. The charge is 0. As for the LUMO energy: 1.0 eV. The maximum force comes out at 0.76 eV/A. As for the frontier orbital gap: 10.49 eV. As for the SMILES: [H]/N=C/OCCC#C. The highest occupied orbital energy comes out at -9.48 eV.